No. 1
CHClFNO2 as an isolated structure. Source: OMol25; level of theory: ωB97M-V with the def2-TZVPD basis set.

Cartesian coordinates (Å):
C 0.3554 0.5251 0.4966
N -0.4771 -0.5655 -0.8464
O -0.3739 -1.7130 -0.6394
O -1.1191 0.0206 -1.6254
F -0.6637 1.0137 1.1897
Cl 1.2923 -0.6410 1.4435
H 0.9860 1.3601 -0.0187

Gap between HOMO and LUMO = 10.89 eV
E = -803.8540 hartree
LUMO energy = 0.39 eV
Energy above the lowest of the compared OMol25 structures with the same formula, charge and spin = 80.85 kJ/mol


No. 2
C7H12AsFN as an isolated structure. Source: OMol25; level of theory: ωB97M-V with the def2-TZVPD basis set.

Cartesian coordinates (Å):
C -1.3382 0.4633 1.8818
C -0.2278 -0.5528 2.0730
F -0.7312 -1.8702 1.9350
As 1.4855 -0.2397 0.9918
C 0.4619 -0.0610 -0.7766
C 0.7856 0.8829 -1.7110
C 0.1131 1.0606 -2.8909
N -0.9438 0.3156 -3.2168
C -1.2466 -0.6145 -2.3259
C -0.6176 -0.8550 -1.1300
H -2.2468 0.0350 2.3274
H -1.5826 0.6765 0.8410
H -1.1283 1.3726 2.4411
H 0.0779 -0.4868 3.1234
H 1.2804 1.3277 1.2287
H 2.3322 -0.2776 2.3425
H 1.7069 -1.7870 0.7600
H 2.8240 0.1123 0.2057
H 1.6297 1.5395 -1.4962
H 0.4287 1.8484 -3.5681
H -2.1085 -1.2432 -2.5636
H -0.9545 -1.6464 -0.4724

Gap between HOMO and LUMO = 7.52 eV
E = -2664.1840 hartree
Net charge = -1
LUMO energy = 3.87 eV


No. 3
C26H20BrF4N2PReS2 as an isolated structure. Source: OMol25; level of theory: ωB97M-V with the def2-TZVPD basis set.

Cartesian coordinates (Å):
Re -0.7123 -0.4688 -1.2062
F -1.0103 -5.0793 4.1020
C -0.6929 -4.0325 3.4096
C 0.0569 -3.0170 3.9855
F 0.4448 -3.1206 5.2248
C 0.3899 -1.9036 3.2185
F 1.1178 -0.9662 3.7842
C -0.0356 -1.7688 1.8849
P 0.5035 -0.3853 0.8078
C 2.2183 -1.0442 0.8070
C 2.5177 -2.1675 -0.0367
C 3.7583 -2.7355 -0.0186
C 4.7357 -2.2173 0.8588
C 4.4473 -1.1191 1.7126
C 3.2005 -0.5518 1.7017
C 0.4766 1.1232 1.7523
C -0.5475 1.3420 2.6770
C -0.6162 2.5597 3.3368
C 0.3188 3.5534 3.0665
C 1.3256 3.3418 2.1294
C 1.4065 2.1281 1.4631
C -0.7869 -2.8116 1.3510
Br -1.4406 -2.6857 -0.4501
C -1.1302 -3.9299 2.0653
F -1.8581 -4.8849 1.5540
H 1.7594 -2.5693 -0.6978
H 3.9949 -3.5776 -0.6553
H 5.7206 -2.6705 0.8935
H 5.2175 -0.7390 2.3721
H 2.9740 0.2707 2.3651
H -1.2747 0.5704 2.9046
H -1.3880 2.7279 4.0763
H 0.2697 4.4959 3.5965
H 2.0534 4.1173 1.9299
H 2.1991 1.9705 0.7379
C -3.6437 3.3039 -0.7584
C -2.3093 3.4673 -0.3995
C -1.4464 2.4018 -0.4996
N -1.8523 1.2005 -0.9893
C -3.1549 1.0571 -1.3733
C -4.0713 2.0702 -1.2451
H -4.3429 4.1260 -0.6644
H -1.9397 4.4141 -0.0302
H -0.4105 2.4858 -0.2063
H -3.4441 0.0905 -1.7705
H -5.1006 1.9018 -1.5313
S 1.0518 -0.1628 -2.5238
C 0.1053 -0.2196 -4.0146
N 0.3292 0.3252 -5.1565
C -0.7194 0.0964 -6.1873
C -2.0087 -0.1860 -5.4100
S -1.4104 -1.0407 -3.8834
H 1.1892 0.8235 -5.3798
H -0.4057 -0.7454 -6.8069
H -0.8146 0.9848 -6.8092
H -2.6718 -0.8673 -5.9388
H -2.5431 0.7180 -5.1260

Gap between HOMO and LUMO (alpha / beta) = 6.58 / 4.65 eV
E = -5300.1778 hartree
Net charge = +4
LUMO energy (alpha / beta) = -13.43 / -15.34 eV
2S+1 = 2
Energy above the lowest of the compared OMol25 structures with the same formula, charge and spin = 7.53 kJ/mol


No. 4
C41H38N4O3P2Pb as an isolated structure. Source: OMol25; level of theory: ωB97M-V with the def2-TZVPD basis set.

Cartesian coordinates (Å):
Pb -0.1658 0.9990 -0.6186
C -1.0996 -1.4576 2.1169
P -1.0426 -1.6242 0.2469
C -2.6909 -2.2210 -0.1711
C -2.9308 -3.5050 -0.6509
C -4.2194 -3.8762 -1.0098
C -5.2647 -2.9717 -0.8888
C -5.0270 -1.6860 -0.4161
C -3.7420 -1.3053 -0.0644
C 0.1395 -2.9782 0.0289
C 1.0650 -2.8821 -1.0088
C 2.0188 -3.8757 -1.1848
C 2.0568 -4.9647 -0.3263
C 1.1348 -5.0701 0.7079
C 0.1791 -4.0820 0.8838
C 0.2771 -1.1830 2.5308
C 1.1435 -2.1008 3.3619
C 2.3449 -1.5341 3.4028
C 2.2107 -0.2674 2.6430
C 3.2149 0.6488 2.3665
P 3.5839 0.0528 0.3951
C 5.2626 -0.5320 0.6731
C 5.4562 -1.9086 0.5368
C 6.7129 -2.4581 0.7478
C 7.7719 -1.6356 1.1004
C 7.5852 -0.2626 1.2427
C 6.3367 0.2901 1.0310
C 3.7958 1.7339 -0.2864
C 2.9241 2.7946 -0.0414
C 3.0342 3.9788 -0.7541
C 4.0062 4.1121 -1.7359
C 4.8673 3.0580 -2.0002
C 4.7682 1.8758 -1.2808
N 0.9359 -0.1304 2.1263
H -1.5230 -2.3363 2.5974
H -1.7247 -0.5759 2.2807
H -2.1172 -4.2109 -0.7584
H -4.4065 -4.8747 -1.3812
H -6.2686 -3.2699 -1.1611
H -5.8444 -0.9833 -0.3181
H -3.5508 -0.2995 0.2979
H 1.0232 -2.0451 -1.6927
H 2.7260 -3.8023 -2.0008
H 2.7970 -5.7411 -0.4693
H 1.1525 -5.9277 1.3672
H -0.5541 -4.1931 1.6754
H 0.8061 -3.0188 3.8174
H 3.2452 -1.8635 3.8968
H 4.1467 0.5601 2.9092
H 2.8780 1.6569 2.1535
H 4.6244 -2.5454 0.2552
H 6.8661 -3.5225 0.6332
H 8.7526 -2.0621 1.2648
H 8.4177 0.3714 1.5163
H 6.1945 1.3598 1.1330
H 2.1503 2.7308 0.7178
H 2.3629 4.7985 -0.5347
H 4.0969 5.0380 -2.2875
H 5.6298 3.1561 -2.7612
H 5.4564 1.0678 -1.4946
O -1.4342 3.1004 -0.1957
C -2.0803 2.5242 0.7261
O -1.8003 1.3157 1.0190
C -3.1539 3.2322 1.4578
C -3.9754 2.5378 2.3439
C -4.9933 3.2019 3.0065
C -5.1870 4.5605 2.7925
C -4.3654 5.2583 1.9160
C -3.3506 4.5958 1.2466
H -3.8094 1.4812 2.5057
H -5.6334 2.6658 3.6942
H -5.9796 5.0794 3.3153
H -4.5158 6.3179 1.7609
H -2.6950 5.1287 0.5710
C -4.8056 1.3688 -4.3958
N -3.6490 0.8691 -3.6734
C -3.0238 -0.4265 -3.8776
C -1.8726 -0.3566 -2.8910
O -1.0144 -1.1949 -2.7034
N -1.9378 0.8378 -2.2195
C -2.9815 1.5360 -2.7323
N -3.3018 2.7534 -2.3290
H -5.1811 0.5762 -5.0366
H -4.5415 2.2205 -5.0245
H -5.6018 1.6506 -3.7054
H -2.6561 -0.5557 -4.8965
H -3.6935 -1.2521 -3.6277
H -2.6982 3.2083 -1.6437
H -4.0486 3.2664 -2.7639

Gap between HOMO and LUMO = 5.73 eV
E = -2905.0590 hartree
Net charge = +2
LUMO energy = -7.71 eV
Energy above the lowest of the compared OMol25 structures with the same formula, charge and spin = 0.00 kJ/mol


No. 5
C22H41BrN6OP2RuSi as an isolated structure. Source: OMol25; level of theory: ωB97M-V with the def2-TZVPD basis set.

Cartesian coordinates (Å):
Ru -0.1622 0.1301 -0.1088
O -4.6068 4.3264 1.6628
C -3.7121 3.4605 1.1685
C -2.4282 3.8048 0.7747
C -1.5892 2.8191 0.3106
N -1.9329 1.5166 0.1716
C -3.1940 1.2398 0.5182
Br -3.8854 -0.4688 0.1472
C -4.1083 2.1377 1.0234
H -4.2284 5.2122 1.7203
H -2.0662 4.8222 0.8443
H -0.5865 3.0720 0.0093
H -5.1174 1.8387 1.2608
C -2.3536 -0.8751 -3.3549
P -0.8873 -1.0255 -2.2668
C 0.4761 -0.7424 -3.4445
C -0.8806 -2.8515 -2.0429
C 0.0255 -3.2059 -0.8770
P -0.5134 -2.2419 0.5966
C 0.5933 -2.9653 1.8573
C -2.0587 -3.1596 0.9391
H -2.3598 -1.7240 -4.0411
H -2.3177 0.0415 -3.9354
H -3.2743 -0.8824 -2.7719
H 0.3304 -1.3273 -4.3545
H 1.4276 -1.0067 -2.9835
H 0.5171 0.3198 -3.6880
H -0.5810 -3.3397 -2.9727
H -1.9082 -3.1603 -1.8356
H 1.0538 -2.9277 -1.1113
H -0.0024 -4.2745 -0.6467
H 0.5942 -4.0524 1.7549
H 0.2700 -2.7124 2.8639
H 1.6020 -2.5850 1.7367
H -1.8592 -4.2289 0.8457
H -2.8411 -2.8883 0.2425
H -2.4222 -2.9553 1.9428
N 3.8432 -3.5579 0.0376
C 4.5910 -2.4422 -0.0499
N 5.9216 -2.5659 -0.0057
N 4.1057 -1.2235 -0.1744
C 2.8227 -1.0134 -0.2201
N 1.7152 -0.6841 -0.2845
H 4.2554 -4.4716 0.0991
H 2.8428 -3.4964 -0.0305
H 6.3819 -3.4497 0.1095
H 6.4726 -1.7265 -0.0539
C -1.3743 2.2260 -2.7747
C -0.0203 2.4553 -2.1794
C 0.8078 3.4945 -2.5242
C 1.9046 3.4710 -1.6410
C 1.7252 2.4035 -0.7960
C 2.6508 2.0425 0.3234
N 0.5389 1.7462 -1.1194
H -2.0261 3.0873 -2.6047
H -1.8828 1.3751 -2.3324
H -1.3159 2.0828 -3.8557
H 0.6172 4.2087 -3.3107
H 2.7347 4.1594 -1.6131
H 3.0674 2.9546 0.7516
H 3.4935 1.4289 -0.0015
H 2.1473 1.5077 1.1290
C -1.4610 -0.5302 3.3416
Si -0.1490 0.3950 2.3454
C -0.3473 2.1835 2.8992
C 1.5465 -0.1124 3.0499
H -1.2900 -0.2927 4.3959
H -1.4258 -1.6103 3.2469
H -2.4757 -0.2133 3.0953
H 0.1005 2.2477 3.8954
H -1.3919 2.4803 2.9847
H 0.1682 2.9008 2.2598
H 1.4130 -0.6151 4.0121
H 2.1517 0.7778 3.2323
H 2.1279 -0.7636 2.4072

Gap between HOMO and LUMO (alpha / beta) = 7.15 / 6.13 eV
E = -4907.6823 hartree
Net charge = +1
LUMO energy (alpha / beta) = -2.08 / -3.09 eV
2S+1 = 2
Energy above the lowest of the compared OMol25 structures with the same formula, charge and spin = 0.00 kJ/mol


No. 6
A single C5H3N3O2 molecule. Source: OMol25; level of theory: ωB97M-V with the def2-TZVPD basis set.

Cartesian coordinates (Å):
C 1.8199 0.5311 0.2371
C 2.7296 -1.8334 -0.0987
C 2.3144 -0.5521 0.0011
C -1.0203 0.4260 -0.4602
C -2.2713 -0.2637 0.0556
N 1.5774 1.7619 0.5081
N 3.1261 -2.9032 -0.1041
N -0.7303 1.5913 0.3096
O -0.4289 0.1001 -1.4383
O 0.3623 2.2429 0.4591
H -1.8915 -1.3505 0.3447
H -3.0619 -0.1512 -0.7367
H -2.5254 0.4011 0.9227

Gap between HOMO and LUMO (alpha / beta) = 7.68 / 7.90 eV
E = -506.7849 hartree
LUMO energy (alpha / beta) = -2.65 / -2.21 eV
Energy above the lowest of the compared OMol25 structures with the same formula, charge and spin = 788.27 kJ/mol


No. 7
A single C26H28N4O3S molecule. Source: OMol25; level of theory: ωB97M-V with the def2-TZVPD basis set.

Cartesian coordinates (Å):
C 3.3253 -3.1779 -3.1189
C 2.3080 -2.7995 -2.0880
C 1.6703 -3.7599 -1.3135
C 0.7333 -3.3977 -0.3611
C 0.4085 -2.0669 -0.1723
C 1.0413 -1.1001 -0.9420
N 0.6818 0.2694 -0.7928
C 1.1690 1.0426 0.1919
O 0.7750 2.1828 0.3988
C 2.2818 0.4266 1.0270
N 2.5898 1.2863 2.1377
C 2.5039 0.8259 3.4127
O 2.3531 -0.3542 3.6758
C 2.6571 1.8406 4.4632
C 2.6533 1.5914 5.8090
C 2.8166 2.7532 6.5860
C 2.9422 3.8735 5.8255
S 2.8637 3.5346 4.1468
C -0.3389 0.8204 -1.6981
C -1.7386 0.5703 -1.0743
O -2.5168 -0.2580 -1.4951
N -1.9491 1.3733 -0.0193
C -3.1238 1.3198 0.8350
C -4.4459 1.5248 0.0606
C -5.2496 0.2398 0.2660
C -4.7792 -0.2624 1.6273
C -3.2733 -0.0347 1.5556
C -0.1980 0.2690 -3.0865
C -0.5870 -1.0234 -3.4270
C -0.3973 -1.4569 -4.7289
C 0.1874 -0.5905 -5.6385
N 0.5586 0.6399 -5.3271
C 0.3625 1.0546 -4.0899
C 1.9884 -1.4626 -1.8870
H 3.2631 -4.2362 -3.3576
H 4.3289 -2.9697 -2.7480
H 3.1790 -2.5996 -4.0290
H 1.9073 -4.8034 -1.4595
H 0.2461 -4.1566 0.2318
H -0.3318 -1.7743 0.5568
H 3.1642 0.2795 0.3909
H 1.9837 -0.5447 1.4333
H 2.5010 2.2768 1.9535
H 2.5369 0.5993 6.2055
H 2.8398 2.7577 7.6608
H 3.0774 4.8867 6.1492
H -0.1674 1.9043 -1.7190
H -1.1956 1.9897 0.2606
H -2.9926 2.1209 1.5663
H -4.9821 2.3817 0.4694
H -4.2523 1.7141 -0.9932
H -4.9752 -0.4833 -0.5016
H -6.3239 0.4114 0.2239
H -5.2155 0.3416 2.4253
H -5.0329 -1.3065 1.8031
H -2.7887 -0.0366 2.5313
H -2.8252 -0.8124 0.9374
H -1.0417 -1.6709 -2.6954
H -0.6926 -2.4510 -5.0260
H 0.3699 -0.8868 -6.6633
H 0.6776 2.0711 -3.8854
H 2.4692 -0.6975 -2.4795

Gap between HOMO and LUMO = 9.72 eV
E = -1850.5679 hartree
LUMO energy = 0.50 eV
Structure (SMILES) = Cc1cccc(N(C(=O)CNC(=O)c2cccs2)[C@H](C(=O)NC2CCCC2)c2cccnc2)c1
Energy above the lowest of the compared OMol25 structures with the same formula, charge and spin = 2.68 kJ/mol


No. 8
C45H51MnN2O7PSi as an isolated structure. Source: OMol25; level of theory: ωB97M-V with the def2-TZVPD basis set.

Cartesian coordinates (Å):
Mn 0.3473 0.4450 0.0181
O 1.0189 0.0823 1.7689
C 0.4733 -0.5815 2.7707
C 1.2774 -0.9997 3.8291
C 0.7499 -1.6518 4.9460
C -0.6178 -1.9192 5.0106
C -1.4371 -1.5295 3.9650
C -0.9366 -0.8505 2.8300
C -1.8154 -0.4348 1.8054
N -1.4302 0.1902 0.6808
N -2.4053 0.5981 -0.1782
C -1.8993 1.1049 -1.2698
O -0.5966 1.1468 -1.5119
C -2.7987 1.6791 -2.2726
C -2.2686 2.4342 -3.3211
C -3.0975 3.0204 -4.2695
C -4.4737 2.8556 -4.2063
C -5.0100 2.0814 -3.1764
C -4.1898 1.5009 -2.2257
H 2.3395 -0.7880 3.7626
H 1.4054 -1.9457 5.7596
H -1.0377 -2.4312 5.8701
H -2.5030 -1.7355 4.0047
H -2.8800 -0.6200 1.9064
H -1.1934 2.5583 -3.3700
H -2.6630 3.6112 -5.0696
H -5.1189 3.3261 -4.9391
H -6.0821 1.9251 -3.1242
H -4.5980 0.8994 -1.4229
O 2.1506 0.6799 -0.8044
C 1.8367 1.6512 -0.0885
C 2.3222 2.7849 0.5343
C 3.6850 3.2228 0.4451
C 4.0884 4.3468 1.1168
C 3.1890 5.0909 1.9059
C 1.8525 4.6848 1.9862
C 1.3969 3.5642 1.3253
P -0.3674 3.0935 1.1053
C -0.9889 2.7630 2.7921
C -0.1466 2.4153 3.8441
C -0.6724 2.0424 5.0759
C -2.0441 2.0217 5.2707
C -2.8940 2.3516 4.2205
C -2.3698 2.7055 2.9867
C -0.9827 4.8188 0.7970
C -1.5922 5.6656 1.7161
C -1.9261 6.9722 1.3669
C -1.6669 7.4481 0.0912
C -1.0834 6.6016 -0.8451
C -0.7554 5.3012 -0.4961
H 4.3808 2.6420 -0.1481
H 5.1218 4.6691 1.0444
H 3.5236 5.9867 2.4147
H 1.1554 5.2775 2.5717
H 0.9250 2.4050 3.6823
H -0.0048 1.7429 5.8754
H -2.4542 1.7241 6.2286
H -3.9689 2.3024 4.3551
H -3.0324 2.9129 2.1515
H -1.7944 5.3117 2.7202
H -2.3846 7.6228 2.1036
H -1.9249 8.4660 -0.1764
H -0.8877 6.9581 -1.8498
H -0.3066 4.6343 -1.2269
C -1.5913 -2.1498 -2.9040
C -0.3673 -2.6168 -3.6938
C 0.0224 -1.5395 -4.7017
C -0.6850 -3.9309 -4.4070
O 0.7694 -2.8503 -2.8711
Si 0.8662 -2.8199 -1.2106
O 0.3361 -1.5128 -0.5461
O 2.4503 -3.2118 -0.8951
C 3.6362 -3.1362 -1.6622
C 4.7838 -3.3071 -0.6730
C 3.7590 -1.7873 -2.3670
C 3.6573 -4.2767 -2.6844
O -0.0135 -4.1569 -0.7281
C 0.1556 -4.9663 0.4184
C -1.1712 -5.6948 0.6197
C 0.4752 -4.1160 1.6475
C 1.2690 -5.9911 0.1769
H -2.4387 -2.0129 -3.5824
H -1.3804 -1.2066 -2.3999
H -1.8571 -2.8839 -2.1378
H -0.7587 -1.4183 -5.4581
H 0.9597 -1.8112 -5.1967
H 0.1605 -0.5877 -4.1822
H -1.4810 -3.7908 -5.1447
H -1.0029 -4.6741 -3.6709
H 0.2101 -4.3053 -4.9131
H 4.7858 -2.4775 0.0378
H 5.7447 -3.3355 -1.1960
H 4.6550 -4.2384 -0.1151
H 3.6880 -0.9787 -1.6379
H 2.9431 -1.6614 -3.0817
H 4.7150 -1.7214 -2.8951
H 3.6195 -5.2403 -2.1672
H 4.5671 -4.2339 -3.2909
H 2.7826 -4.1952 -3.3325
H -1.9668 -4.9667 0.7947
H -1.1158 -6.3749 1.4751
H -1.4154 -6.2690 -0.2789
H -0.3027 -3.3666 1.8090
H 1.4198 -3.5821 1.5057
H 0.5564 -4.7446 2.5391
H 1.0800 -6.5277 -0.7578
H 1.3130 -6.7082 1.0019
H 2.2289 -5.4762 0.0945

Gap between HOMO and LUMO (alpha / beta) = 3.74 / 6.33 eV
E = -4163.6566 hartree
Net charge = -2
LUMO energy (alpha / beta) = 4.41 / 4.41 eV
2S+1 = 6


No. 9
C17H16F6N6O5OsS3 as an isolated structure. Source: OMol25; level of theory: ωB97M-V with the def2-TZVPD basis set.

Cartesian coordinates (Å):
Os 0.5785 0.5094 0.0030
O 2.8752 2.8059 -2.2242
C 2.3205 2.2881 -1.3056
N 1.3544 1.2444 -1.4868
C 0.9799 0.8588 -2.8356
C -0.1378 -0.1352 -2.7499
C -0.7651 -0.6018 -3.8912
C -1.8079 -1.5009 -3.7721
C -2.1916 -1.9135 -2.5043
C -1.5255 -1.4125 -1.4086
N -0.5098 -0.5364 -1.5151
C 2.5143 2.6178 0.1403
C 3.3616 3.6211 0.5472
C 3.4697 3.8760 1.9116
C 2.7290 3.1180 2.7998
C 1.8942 2.1193 2.3157
N 1.7933 1.8787 1.0105
H 1.8498 0.4333 -3.3463
H 0.6824 1.7426 -3.4054
H -0.4406 -0.2451 -4.8595
H -2.3218 -1.8647 -4.6515
H -3.0146 -2.5984 -2.3577
H -1.8239 -1.6965 -0.4118
H 3.9132 4.1824 -0.1945
H 4.1244 4.6584 2.2701
H 2.7866 3.2878 3.8655
H 1.2956 1.5008 2.9700
F -2.7427 4.2127 0.0310
C -3.0910 3.2160 0.8189
F -2.6021 3.3938 2.0338
F -4.3962 3.0770 0.8588
S -2.3714 1.6623 0.1051
O -0.8979 1.9487 0.2190
O -2.8694 1.4942 -1.2110
N -2.7942 0.5138 1.0794
S -1.8759 -0.3474 1.9937
O -0.4454 0.0255 1.8903
O -2.1278 -1.7492 1.8478
C -2.2910 0.1194 3.7375
F -3.5738 -0.0775 3.9347
F -1.9797 1.3926 3.9145
F -1.5662 -0.6428 4.5352
S 2.0476 -1.1122 0.5871
C 1.3650 -2.6752 0.1573
N 0.2433 -3.1742 0.6243
C -0.0059 -4.5218 0.0830
C 1.3527 -4.8681 -0.5567
N 2.0046 -3.5460 -0.6007
H -0.3935 -2.6851 1.2431
H -0.8101 -4.4783 -0.6521
H -0.2861 -5.2075 0.8774
H 1.2529 -5.2828 -1.5555
H 1.9419 -5.5479 0.0578
H 2.9283 -3.3776 -0.9670

Gap between HOMO and LUMO = 7.59 eV
E = -3246.1285 hartree
Net charge = +2
LUMO energy = -8.14 eV
Energy above the lowest of the compared OMol25 structures with the same formula, charge and spin = 0.00 kJ/mol


Per-record max |F|, eV/Å: 4.62 1.89 0.66 0.25 1.14 2.74 0.82 1.89 0.15